No. 1
Density functional theory data (ωB97M-V with the def2-TZVPD basis set) for a cluster of 12 separate species, C44H108N8O4S4 in total in a non-equilibrium geometry.

The geometry in ORCA input format:
```
! RIJCOSX wB97M-V def2-TZVPD def2/J DEFGRID3
* xyz 1 2
C 1.89 0.99 0.49
C 0.60 1.35 -0.32
N 0.02 0.27 -1.28
C -0.47 -0.97 -0.64
C -1.84 -0.92 -0.03
C -0.86 0.95 -2.22
C -1.41 0.16 -3.41
H 2.75 0.77 -0.14
H 1.58 0.06 0.98
H 2.09 1.72 1.28
H -0.09 1.84 0.36
H 0.95 2.22 -0.87
H -0.55 -1.74 -1.42
H 0.25 -1.31 0.10
H -1.81 -0.08 0.66
H -2.69 -0.67 -0.67
H -2.05 -1.83 0.54
H -0.55 1.89 -2.68
H -1.79 1.31 -1.78
H -1.89 -0.73 -3.01
H -0.58 -0.25 -3.99
H -2.21 0.68 -3.94
C 1.83 5.19 0.85
C 3.27 5.80 0.60
N 4.29 5.64 1.64
C 3.89 6.55 2.71
C 5.01 6.62 3.75
C 4.55 4.23 2.10
C 5.11 3.33 0.96
H 1.78 4.11 0.84
H 1.11 5.42 0.07
H 1.43 5.59 1.79
H 3.73 5.22 -0.20
H 3.30 6.80 0.17
H 3.60 7.51 2.29
H 3.00 6.20 3.23
H 4.59 7.25 4.54
H 5.36 5.70 4.22
H 5.82 7.17 3.27
H 3.66 3.83 2.58
H 5.33 4.27 2.86
H 5.61 2.46 1.37
H 5.85 3.90 0.39
H 4.27 3.07 0.31
C 2.87 -7.36 -2.49
C 2.92 -5.99 -1.77
N 1.59 -5.31 -1.54
C 0.66 -6.16 -0.69
C -0.58 -5.41 -0.19
C 1.00 -4.93 -2.79
C 1.61 -3.75 -3.55
H 2.59 -8.08 -1.73
H 3.86 -7.67 -2.82
H 2.18 -7.47 -3.32
H 3.39 -6.03 -0.79
H 3.53 -5.33 -2.38
H 0.34 -7.00 -1.30
H 1.27 -6.57 0.12
H -1.43 -5.74 -0.79
H -0.53 -5.70 0.86
H -0.37 -4.34 -0.18
H -0.04 -4.60 -2.70
H 0.95 -5.81 -3.43
H 1.67 -2.95 -2.81
H 0.92 -3.53 -4.36
H 2.62 -3.99 -3.88
C 0.51 0.55 4.30
C -0.23 1.55 3.39
N -1.23 2.36 4.09
C -2.52 1.71 4.52
C -3.30 0.93 3.44
C -0.60 3.24 5.08
C 0.43 4.31 4.58
H 1.06 1.03 5.12
H 1.14 -0.02 3.62
H -0.21 -0.21 4.61
H 0.46 2.25 2.93
H -0.71 1.00 2.58
H -3.15 2.56 4.77
H -2.37 1.11 5.41
H -2.74 0.06 3.12
H -3.49 1.48 2.52
H -4.20 0.44 3.80
H -1.39 3.91 5.45
H -0.21 2.73 5.96
H 0.13 4.97 3.77
H 0.77 4.94 5.40
H 1.42 3.94 4.33
C 4.58 -0.84 -1.71
C 3.85 0.23 -2.48
N 4.52 0.44 -3.79
C 4.25 -0.69 -4.75
C 2.86 -0.95 -5.08
C 4.24 1.68 -4.51
C 4.57 2.97 -3.72
H 5.66 -0.69 -1.78
H 4.45 -1.81 -2.19
H 4.21 -0.87 -0.69
H 2.79 0.00 -2.61
H 4.01 1.19 -1.97
H 4.72 -0.61 -5.73
H 4.78 -1.57 -4.37
H 2.57 -0.29 -5.90
H 2.82 -1.97 -5.48
H 2.11 -0.81 -4.30
H 3.33 1.81 -5.10
H 4.89 1.63 -5.38
H 4.61 3.84 -4.37
H 5.54 2.95 -3.22
H 3.72 3.18 -3.06
C -2.48 -2.37 -6.04
C -3.19 -2.10 -7.27
N -3.72 -1.90 -8.31
H -2.34 -1.44 -5.48
H -1.51 -2.83 -6.20
H -3.08 -3.02 -5.42
C -3.54 -3.62 -1.40
C -4.05 -4.98 -1.57
N -4.32 -6.10 -1.69
H -3.31 -3.51 -0.34
H -4.18 -2.77 -1.67
H -2.57 -3.56 -1.90
C 2.97 -2.99 0.99
C 2.48 -3.10 2.37
N 2.08 -3.12 3.44
H 3.82 -3.65 0.77
H 3.26 -1.94 0.95
H 2.23 -3.13 0.21
C -6.60 -2.32 3.14
S -5.27 -1.59 2.09
O -4.41 -2.69 1.43
C -6.26 -0.89 0.70
H -7.24 -1.52 3.52
H -6.27 -2.95 3.97
H -7.28 -2.89 2.50
H -5.67 -0.20 0.09
H -7.09 -0.27 1.03
H -6.84 -1.59 0.10
C -0.77 -5.53 5.64
S -1.31 -5.87 3.85
O -2.58 -6.71 3.86
C -1.73 -4.11 3.52
H -1.70 -5.40 6.20
H -0.18 -4.62 5.77
H -0.22 -6.35 6.11
H -2.20 -3.88 2.57
H -0.80 -3.55 3.46
H -2.37 -3.62 4.26
C -7.40 1.84 -1.26
S -5.92 2.73 -0.70
O -5.68 2.35 0.72
C -4.59 1.88 -1.56
H -7.52 2.06 -2.32
H -8.31 2.17 -0.75
H -7.24 0.76 -1.22
H -4.84 1.75 -2.61
H -4.30 0.90 -1.17
H -3.77 2.60 -1.48
C -1.82 6.60 -0.08
S -2.66 5.09 -0.73
O -1.90 4.70 -1.96
C -2.18 3.94 0.61
H -1.86 7.49 -0.72
H -0.77 6.37 0.04
H -2.19 6.89 0.90
H -2.59 4.18 1.59
H -1.10 3.88 0.67
H -2.52 2.93 0.38
*
```

Computed properties:
* lowest unoccupied orbital energy (alpha / beta): -2.42 / -6.91 eV
* ⟨S²⟩: 0.75
* orbital gap (alpha / beta): 7.534 / 3.042 eV
* maximum force: 4.487 eV/A
* E_HOMO (alpha / beta): -10.0 / -10.0 eV

***

No. 2
Density functional theory data (ωB97M-V with the def2-TZVPD basis set) for a structure of composition C44H109Cu2N7O2 in a non-equilibrium geometry.

The geometry in ORCA input format:
```
! RIJCOSX wB97M-V def2-TZVPD def2/J DEFGRID3
* xyz 0 1
Cu 9.79 -10.31 22.23
Cu 11.83 -14.70 21.99
O 10.19 -15.37 23.54
C 9.53 -14.11 23.60
C 9.37 -13.19 22.28
O 10.52 -12.52 21.79
H 9.97 -13.60 24.46
H 8.51 -14.33 23.92
H 8.67 -12.41 22.57
H 8.80 -13.65 21.47
C 12.97 -16.87 17.83
C 12.90 -16.34 19.25
N 11.71 -15.57 19.61
C 10.40 -16.32 19.58
C 10.41 -17.49 20.60
C 11.53 -14.38 18.82
C 12.69 -13.37 19.05
H 12.08 -17.46 17.61
H 13.87 -17.47 17.73
H 12.93 -16.11 17.05
H 13.04 -17.16 19.96
H 13.78 -15.71 19.38
H 10.30 -16.71 18.57
H 9.56 -15.67 19.84
H 9.46 -18.01 20.67
H 10.71 -17.08 21.57
H 11.14 -18.27 20.37
H 11.39 -14.71 17.79
H 10.58 -13.90 19.06
H 13.69 -13.74 18.87
H 12.49 -12.52 18.39
H 12.63 -12.99 20.07
C 11.39 -20.55 22.21
C 12.73 -21.11 21.60
N 12.77 -22.59 21.54
C 11.75 -23.12 20.67
C 11.54 -24.66 21.02
C 14.15 -23.01 21.25
C 15.11 -22.90 22.46
H 11.48 -19.54 22.61
H 11.01 -21.15 23.05
H 10.60 -20.50 21.46
H 12.97 -20.67 20.64
H 13.44 -20.80 22.36
H 10.83 -22.56 20.82
H 12.07 -23.05 19.62
H 10.72 -25.15 20.50
H 12.40 -25.32 20.88
H 11.41 -24.62 22.10
H 14.56 -22.42 20.42
H 14.21 -24.07 21.00
H 15.91 -23.63 22.36
H 14.54 -23.01 23.38
H 15.62 -21.94 22.51
C 13.31 -12.83 24.21
C 13.69 -14.33 24.34
N 14.25 -14.96 23.12
C 15.55 -14.37 22.79
C 15.88 -14.45 21.31
C 14.58 -16.38 23.27
C 13.36 -17.28 23.38
H 12.86 -12.50 25.14
H 12.76 -12.54 23.32
H 14.18 -12.18 24.10
H 14.31 -14.44 25.23
H 12.80 -14.90 24.60
H 15.55 -13.32 23.11
H 16.36 -14.76 23.40
H 16.88 -14.06 21.14
H 15.88 -15.40 20.79
H 15.16 -13.89 20.71
H 15.27 -16.64 24.07
H 15.08 -16.68 22.35
H 12.98 -17.33 24.40
H 13.57 -18.28 23.03
H 12.58 -16.95 22.69
C 9.59 -6.55 21.73
C 8.63 -7.33 20.79
N 9.13 -8.72 20.55
C 8.06 -9.47 19.92
C 7.01 -9.82 20.96
C 10.29 -8.66 19.67
C 11.10 -10.00 19.49
H 9.87 -7.16 22.58
H 9.05 -5.69 22.14
H 10.45 -6.04 21.28
H 7.66 -7.37 21.30
H 8.50 -6.79 19.85
H 7.67 -8.94 19.05
H 8.40 -10.40 19.47
H 6.06 -10.03 20.47
H 7.31 -10.71 21.50
H 6.75 -9.05 21.69
H 10.98 -7.94 20.11
H 9.96 -8.25 18.71
H 11.34 -10.39 20.48
H 12.01 -9.96 18.88
H 10.47 -10.71 18.95
C 10.75 -10.68 26.54
C 10.34 -10.58 25.05
N 10.01 -9.21 24.53
C 11.18 -8.26 24.67
C 12.33 -8.62 23.72
C 8.83 -8.60 25.17
C 7.65 -9.62 25.22
H 9.98 -10.35 27.24
H 11.58 -10.00 26.75
H 11.06 -11.68 26.85
H 11.11 -11.06 24.45
H 9.54 -11.32 24.94
H 11.55 -8.14 25.69
H 10.79 -7.27 24.42
H 12.70 -9.63 23.91
H 13.17 -7.93 23.77
H 11.94 -8.52 22.71
H 9.11 -8.22 26.16
H 8.47 -7.72 24.64
H 7.67 -10.27 26.10
H 6.74 -9.05 25.39
H 7.56 -10.29 24.36
C 6.37 -16.21 21.74
C 5.68 -16.77 22.95
N 6.23 -18.02 23.47
C 7.58 -17.87 24.02
C 8.39 -19.17 24.26
C 5.28 -18.69 24.40
C 4.04 -19.24 23.65
H 7.44 -16.03 21.83
H 5.97 -15.27 21.35
H 6.16 -16.91 20.94
H 5.61 -16.04 23.76
H 4.65 -16.84 22.61
H 8.21 -17.33 23.31
H 7.54 -17.26 24.92
H 9.40 -18.97 24.62
H 7.85 -19.74 25.01
H 8.40 -19.77 23.35
H 4.94 -18.00 25.16
H 5.80 -19.50 24.90
H 3.47 -19.85 24.35
H 4.37 -19.88 22.84
H 3.34 -18.48 23.30
C 10.54 -16.95 26.65
C 11.08 -15.71 27.34
N 12.16 -16.05 28.30
C 12.20 -14.89 29.28
C 12.59 -13.52 28.64
C 13.41 -16.26 27.62
C 14.38 -17.00 28.54
H 9.73 -16.67 25.97
H 10.05 -17.55 27.41
H 11.23 -17.64 26.19
H 11.28 -15.03 26.51
H 10.26 -15.28 27.91
H 11.27 -14.80 29.83
H 12.89 -15.04 30.11
H 12.15 -12.67 29.16
H 13.65 -13.27 28.64
H 12.30 -13.39 27.60
H 13.83 -15.29 27.33
H 13.27 -16.90 26.75
H 14.82 -16.32 29.27
H 15.17 -17.53 28.02
H 13.90 -17.81 29.08
*
```

Computed properties:
* lowest unoccupied orbital energy: 0.52 eV
* relative energy (zero: lowest compared OMol25 entry of this formula, charge and spin): 0.898 eV
* orbital gap: 6.989 eV
* maximum force: 2.619 eV/A
* E_HOMO: -6.5 eV